Molecular formula: C5H8N2
Method: DFT, wB97M-V/def2-TZVPD

Last column: natural (NBO) charge in e.
CARTESIAN COORDINATES (ANGSTROEM)
H  -1.41232  -2.31813  -0.84983  0.196
C  0.46385  1.31381  -0.73869  -0.347
H  -1.92346  -1.88214  0.79626  0.208
H  -2.70736  -1.12059  -0.60466  0.209
N  2.18879  1.17777  1.09437  -0.811
H  2.88850  1.55405  0.46623  0.368
N  -0.79150  -0.42712  -0.15322  -0.330
C  -1.75838  -1.49715  -0.21334  -0.393
C  1.06035  0.69469  0.39750  0.101
C  0.27216  -0.38487  0.72446  -0.151
H  -1.39753  0.72953  -1.83207  0.207
C  -0.66396  0.59046  -1.04908  -0.046
H  0.81292  2.20893  -1.23884  0.219
H  0.34899  -1.10698  1.52633  0.203
H  2.61895  0.46774  1.67455  0.367

gap between HOMO and LUMO: 8.48 eV
SMILES: Cn1ccc(N)c1
electronic energy: -8294.5373 eV
charge: 0
highest occupied orbital energy: -7.440 eV
relative energy (zero: lowest compared OMol25 entry of this formula, charge and spin): 10.6 kcal/mol
maximum force: 0.22 eV/Å



Molecular formula: C49H50AsF4IrN5PS
Method: DFT, wB97M-V/def2-TZVPD

Last column: Mulliken spin population.
CARTESIAN COORDINATES (ANGSTROEM)
H  -4.46905  -4.32375  -0.30645  0.000
C  3.13962  -4.99681  1.65275  0.001
N  2.28581  -2.80501  1.17495  -0.003
H  -7.07932  -1.16230  -2.82210  0.000
H  -2.30501  -1.71706  0.24002  0.004
C  -3.21676  -4.22945  -2.04675  0.000
H  1.78790  1.95397  -3.46676  -0.001
C  4.12168  -0.82415  -1.67932  -0.078
H  -2.89578  -1.52378  -4.05927  0.000
H  -2.91541  -5.26683  -1.98010  0.000
C  -1.23502  5.12458  1.39932  -0.001
H  5.73403  6.89173  0.54833  0.000
H  0.29358  -3.35146  -0.87212  0.000
C  3.10298  -0.42252  -2.74355  0.015
N  2.28954  1.96641  -0.20517  0.007
H  -2.13731  -3.86750  -3.86660  0.000
H  0.25083  1.83618  -4.28923  0.000
C  3.34813  2.42313  -0.95222  -0.019
C  3.07122  -3.84692  0.88409  0.001
H  1.38737  2.23104  1.62427  -0.005
C  -1.89602  2.80172  1.42043  0.000
C  -8.50896  -0.49654  -1.37802  0.000
H  -2.17072  -2.46412  4.44017  0.000
H  -0.23491  -0.32286  -3.00624  0.002
H  -9.73746  0.35668  0.15885  0.000
H  -5.73248  1.82260  -0.03510  0.000
H  3.25659  0.59941  -3.07007  0.005
H  3.68340  -3.76104  -0.01024  0.002
N  5.09992  6.17855  0.22006  0.000
H  -3.68841  0.33175  -0.01477  0.000
C  1.52649  -2.90136  2.27250  0.001
H  -7.95061  1.83283  1.01130  0.000
Ir  1.60532  0.09054  -0.28579  0.051
C  -8.75831  0.34244  -0.30027  0.000
H  -0.69595  -2.05411  -1.53527  -0.003
F  3.49434  0.02674  4.28435  -0.006
C  -4.06306  -1.57476  -2.25410  0.000
C  -3.20167  -2.12115  -3.20557  0.000
H  2.37929  -5.95857  3.41834  0.000
C  1.52986  -4.00694  3.10657  0.000
C  0.28618  -2.29243  -1.13365  0.018
H  -2.87976  -3.11135  2.15764  0.000
H  0.89657  -4.02617  3.98291  0.000
C  2.61392  3.85471  1.22197  0.006
C  3.70901  4.24630  0.53310  0.000
C  -0.21098  4.80498  0.53501  0.001
H  0.42339  -1.80744  -0.14395  -0.007
C  0.75702  0.03827  -3.26561  -0.001
H  0.32516  3.46143  -0.94457  -0.002
P  -0.69989  0.74751  0.00222  -0.020
H  -1.39128  6.14853  1.71034  0.000
C  4.62072  5.28968  1.09828  -0.001
C  4.27061  -0.55593  0.77575  0.108
H  3.19951  -1.05195  -3.63054  0.002
C  -1.95383  -1.42598  1.22391  -0.006
C  -3.37541  0.87005  -0.91066  0.002
C  -7.25809  -0.50795  -1.97596  0.000
C  -6.24143  0.31066  -1.48916  0.001
H  -1.63844  1.16809  -2.15226  0.002
C  0.04430  3.47988  0.10707  0.000
S  5.01800  5.22527  2.68548  0.000
H  1.02770  -0.41774  -4.22178  0.001
C  -4.08945  -3.69734  -1.10419  0.000
C  -0.90018  2.49056  0.51422  0.000
H  4.73739  6.26758  -0.71473  0.000
H  -3.49773  1.93994  -0.74381  -0.001
H  4.33747  -1.89534  -1.70760  0.023
H  5.99527  -0.75999  4.29031  0.007
C  -0.80326  0.09607  2.70319  -0.003
C  5.51908  -0.70718  3.31899  0.253
C  -2.77557  -3.44187  -3.10175  0.000
F  7.46349  -1.45970  2.25256  -0.011
H  3.79478  -5.80635  1.36272  0.000
N  3.59279  -0.47540  -0.36437  0.440
H  -1.89641  -0.49807  -1.65143  0.001
H  1.24208  -2.42535  -3.08428  -0.001
F  2.28704  0.17690  1.90094  0.010
C  0.78132  1.54582  -3.38267  0.000
H  -2.86892  4.34711  2.55134  0.000
C  -1.14706  -0.69609  3.78734  0.002
C  1.76109  2.78598  0.77439  -0.004
C  3.60303  -0.21490  1.98213  0.080
H  -2.55511  2.02928  1.79437  0.001
C  -4.50901  -2.37666  -1.20491  0.000
C  -2.28837  -2.21866  2.31248  0.000
H  0.88082  -2.05696  2.49439  0.002
C  5.62118  -0.98672  0.92683  0.187
C  -1.89028  -1.85409  3.59161  0.001
N  1.69358  -0.53667  -2.24620  -0.016
C  2.35282  -5.07735  2.79141  0.001
H  -9.29323  -1.13550  -1.76116  0.000
H  3.65624  1.81791  -1.78542  0.000
C  -6.49905  1.15774  -0.41616  0.000
As  -4.54710  0.31680  -2.43253  0.000
H  5.06928  -0.31970  -1.87392  0.033
C  1.42263  -2.01409  -2.08958  -0.004
H  0.28931  2.02860  -2.53991  0.001
C  4.02825  3.55452  -0.66951  0.005
H  -0.85006  -0.40186  4.78532  0.000
C  -1.21024  -0.26165  1.41382  -0.001
C  -7.75432  1.16964  0.17915  0.000
H  -0.25327  1.01451  2.87685  0.000
H  2.32398  -2.47274  -1.68969  -0.001
F  6.30956  -1.34044  -0.14273  0.025
H  0.45429  5.58599  0.18342  0.000
H  4.85876  3.84327  -1.29796  0.000
H  -5.20975  -1.97630  -0.48020  0.000
C  -2.07108  4.11634  1.85689  0.000
C  -1.94387  0.53895  -1.31233  0.000
C  4.18794  -0.28811  3.20697  -0.051
H  2.33560  4.36574  2.13555  0.000
C  6.21555  -1.05390  2.17310  -0.055

gap between HOMO and LUMO (spin up / spin down): 5.13 / 3.69 eV
⟨S²⟩: 0.792
electronic energy: -153719.0863 eV
charge: +3
highest occupied orbital energy (spin up / spin down): -14.192 / -14.192 eV
multiplicity: 2
relative energy (zero: lowest compared OMol25 entry of this formula, charge and spin): 0.0 kcal/mol
maximum force: 3.06 eV/Å



Molecular formula: C38H42BCl5N2O2PSiTa
Method: DFT, wB97M-V/def2-TZVPD

Last column: Mulliken charge in e.
CARTESIAN COORDINATES (ANGSTROEM)
H  2.87663  3.20395  -3.50382  0.456
C  -3.81909  2.94462  1.74271  -0.767
H  -0.08603  1.31542  -6.17850  0.343
C  1.79651  3.77341  2.06994  -1.063
C  0.03032  0.37525  -6.72163  -1.563
C  -2.29105  1.80657  -0.27320  -0.663
C  1.79641  0.66436  6.30575  0.628
H  -5.48601  2.70673  0.41220  0.446
C  0.78773  -0.19505  3.84947  -1.633
H  3.13840  5.30994  2.70806  0.487
H  2.59129  -5.11440  0.68657  0.359
C  1.88037  4.64804  4.31168  -0.830
H  -1.85852  -0.53071  -3.45672  0.686
C  -1.17647  -5.00131  2.17867  -1.088
H  2.61781  0.88584  0.07078  -0.172
H  -0.97834  -2.91371  -6.26053  0.377
H  3.84798  1.54611  -1.94177  0.491
O  1.57469  -1.26665  -0.80168  -1.075
C  0.40106  3.12036  -1.19732  -0.409
H  -0.45634  2.22909  4.08073  0.535
H  1.85123  -2.49034  1.88611  0.754
H  -1.36065  -4.42990  3.09306  0.309
C  2.63689  0.62376  5.18117  -0.059
H  -0.40348  0.49958  -7.71455  0.450
H  3.02022  -1.61154  -3.20674  0.571
H  -2.68884  -2.28493  2.67830  0.312
Cl  3.06904  0.10806  2.53523  -0.104
H  -4.11017  1.72862  -1.39866  0.532
C  0.31823  2.91196  3.75820  -0.364
C  1.19747  -1.19750  -2.13882  0.951
C  -2.16625  -0.46009  -5.91115  -1.998
C  -3.65345  1.99696  -0.45457  -0.684
B  0.44483  -0.96542  -0.09422  1.473
C  1.74538  -5.50693  1.25449  -1.201
H  -2.40757  -0.56646  0.46115  0.157
H  2.17008  3.79244  1.05546  0.386
Cl  4.25891  1.13680  5.28421  -0.138
H  0.48232  3.79247  5.70201  0.530
H  -2.00389  3.11769  2.84073  0.394
H  -2.09866  -5.04214  1.59116  0.345
N  -2.10913  -2.02092  1.88669  -0.428
H  -0.98673  -6.02625  2.50278  0.414
C  -0.80285  -0.75936  -3.42956  -0.676
C  -4.42517  2.55336  0.55818  -0.861
C  1.96681  -1.37497  -3.26637  -2.278
C  0.78883  -2.71563  2.04865  -1.112
C  2.11241  0.18501  3.97261  0.912
Cl  -1.67610  -0.63264  4.72432  -0.204
C  0.00285  -0.15750  4.98063  0.935
C  -0.24396  -4.12612  -0.59440  -0.585
C  2.87788  1.98112  -1.74178  -0.611
H  0.64090  -2.93889  3.13028  0.590
C  2.17901  1.60654  -0.60497  -0.013
H  1.09653  0.18428  -6.84651  0.341
C  2.34605  4.63744  3.00777  -0.947
C  -0.14284  -0.90278  -2.23059  0.124
Cl  2.40400  1.22016  7.79480  -0.117
C  -1.67336  2.17842  0.92748  0.457
C  1.31338  -1.23304  -4.48326  -0.049
C  0.92748  2.15831  -0.33525  0.764
C  0.45392  0.26322  6.21722  0.077
C  -2.45264  2.76377  1.92664  -0.739
H  1.48266  -6.47781  0.82917  0.329
H  2.07887  -5.67354  2.28049  0.345
H  -3.05906  -0.16272  1.95211  0.317
C  1.10210  3.48893  -2.33439  -1.040
H  0.68679  4.23419  -2.99930  0.489
Si  0.29514  -4.35001  1.18341  0.212
C  0.85633  3.78600  4.68599  -1.062
H  0.56347  -2.33465  -6.89799  0.329
C  -0.05141  -0.92598  -4.59438  0.021
C  -0.67199  -0.77404  -5.98277  1.607
H  -0.54567  3.59862  -0.98479  0.583
H  -2.56297  -0.36552  -6.92179  0.423
C  -0.48834  -2.08041  -6.76731  -1.621
H  0.56309  -3.76205  -1.23134  0.020
Cl  -0.58715  0.30203  7.56896  -0.150
H  2.30982  5.32712  5.03597  0.450
H  -2.72505  -1.25588  -5.41372  0.390
H  -0.53194  -5.11021  -0.97424  0.587
H  -0.92897  -1.98028  -7.76012  0.453
C  0.77510  2.89980  2.43527  1.240
H  1.89277  -1.36310  -5.38702  0.536
C  2.33484  2.91418  -2.61350  -0.668
N  -2.30332  -0.65189  1.47623  -0.058
H  -1.10627  -3.46961  -0.74546  0.171
P  0.08842  1.73619  1.21233  1.990
H  -1.70218  1.38675  -1.07857  0.637
H  -2.35960  0.48395  -5.39636  0.383
Ta  -0.18786  -0.88290  2.08577  0.641
H  -2.23887  -2.68276  1.12246  0.241
H  -4.40452  3.41330  2.52261  0.486
O  -0.66052  -0.77221  -0.93702  -0.437

gap between HOMO and LUMO: 6.53 eV
electronic energy: -129158.3817 eV
charge: +2
highest occupied orbital energy: -13.237 eV
relative energy (zero: lowest compared OMol25 entry of this formula, charge and spin): 0.0 kcal/mol
maximum force: 0.49 eV/Å